No. 1
Entry from OMol25: a 2-piece molecular cluster, C3H8NO2 overall (the ωB97M-V functional and the def2-TZVPD basis).

The geometry in XYZ format:
```
14
Properties=species:S:1:pos:R:3:forces:R:3
C -0.19016 -2.29215 0.81430 -0.07 0.30 -0.02
O -0.14078 -1.06574 1.49425 0.17 0.09 0.04
H -1.01479 -2.88653 1.22278 0.03 -0.10 -0.11
H -0.35411 -2.12284 -0.25649 -0.07 -0.14 0.02
H 0.74025 -2.86774 0.91719 0.02 -0.03 0.06
C -0.64695 0.76133 -1.42278 0.01 0.08 0.07
N 0.35118 0.64051 -0.56203 0.11 0.14 -0.04
C 0.75161 1.90169 0.05360 -0.14 -0.09 -0.24
O -1.37041 1.74820 -1.67445 0.06 0.05 -0.14
H -0.81620 -0.16275 -2.01656 -0.11 -0.13 0.17
H 0.08490 -0.37561 0.79584 -0.06 -0.29 -0.04
H 0.45939 2.74487 -0.57843 0.00 0.13 0.09
H 1.83874 1.91190 0.16759 0.06 -0.01 0.13
H 0.30733 2.06485 1.04517 -0.02 -0.02 0.01
```
Forces are in eV/Å.

## Properties
Electronic energy: -8826.346 eV
Energy relative to the best compared isomer or geometry (same formula, charge and spin): 1.447 eV
Net charge: -1
LUMO: 0.154 Eh
Frontier orbital gap: 0.287 Ha
Spin multiplicity: 1

=====

No. 2
Entry from OMol25: an isolated ion of composition C3H8NO2 and charge -1 (the ωB97M-V functional and the def2-TZVPD basis).

The geometry in XYZ format:
```
14
Properties=species:S:1:pos:R:3:forces:R:3
O -0.23535 -1.93340 1.71943 -0.68 0.40 -0.71
C -0.89952 -1.88199 0.56794 -0.12 -0.53 -0.19
N -1.01935 -0.51641 -0.17459 1.80 1.06 1.63
C 0.44039 0.02493 -0.25404 -0.08 0.33 0.50
C 0.33341 1.52116 -0.37351 -2.19 1.95 0.27
O 1.50686 2.36992 -0.45247 1.97 -2.07 -0.71
H -1.96726 -2.27117 0.55436 0.19 0.52 0.41
H -0.46718 -2.50143 -0.25405 0.39 -0.07 -0.11
H -1.49756 0.13721 0.54440 1.07 -1.27 -1.29
H 1.02114 -0.09131 0.70448 -0.63 -0.77 -0.81
H 1.06666 -0.37258 -1.12283 -1.15 0.03 0.95
H -0.33914 1.80842 -1.23109 0.61 -0.34 0.53
H -0.24991 1.88433 0.56308 1.05 -0.46 -1.34
H 2.30681 1.82231 -0.79111 -2.24 1.22 0.88
```
Forces are in eV/Å.

## Properties
Electronic energy: -8824.436 eV
Energy relative to the best compared isomer or geometry (same formula, charge and spin): 3.356 eV
Net charge: -1
SMILES: [O-]CNCCO
LUMO: 0.133 Eh
Frontier orbital gap: 0.227 Ha
Spin multiplicity: 1